Molecular formula: C3H4N2O
Method: DFT, ωB97M-V with the def2-TZVPD basis set

## Properties
Energy relative to the best compared isomer or geometry (same formula, charge and spin): 260.69 kJ/mol
Frontier orbital gap (spin up / spin down): 0.3159 / 0.3159 Eh
LUMO level (spin up / spin down): 0.057 / 0.058 eV
Charge: 0

Each line ends with the Mulliken charge.
Cartesian coordinates (Å):
O 2.20 -0.20 0.39  -0.629
C 0.99 -0.09 0.26  0.478
C -0.12 -0.91 0.69  -0.552
N -1.23 -0.35 0.20  0.430
N -1.14 0.70 -0.55  -0.756
C 0.29 0.92 -0.64  -0.275
H 0.78 0.44 -1.52  0.253
H -0.13 -1.78 1.32  0.444
H -2.16 -0.70 0.38  0.249
H 0.52 1.98 -0.53  0.358